# 1
{"formula": "C23H14F3N2O2Sc", "method": "wB97M-V/def2-TZVPD", "e_tot_ev": -60008.1300, "species": ["Sc", "O", "C", "C", "C", "C", "C", "C", "C", "N", "N", "C", "O", "C", "C", "C", "C", "C", "C", "H", "H", "H", "H", "H", "H", "H", "H", "H", "H", "F", "C", "F", "F", "C", "C", "C", "C", "C", "C", "C", "C", "H", "H", "H", "H"], "coordinates": [[-0.04259, -0.13849, 0.09995], [-1.29425, 0.93792, -0.83331], [-2.62713, 0.95489, -0.73340], [-3.40466, 1.16641, -1.87288], [-4.78099, 1.20777, -1.78751], [-5.43074, 1.05443, -0.55926], [-4.67265, 0.85529, 0.57090], [-3.27490, 0.78287, 0.50825], [-2.53198, 0.58269, 1.74183], [-1.29936, 0.25182, 1.74214], [-0.61506, 0.19959, 2.95644], [0.66555, 0.22478, 2.73931], [1.21332, 0.31589, 1.54047], [1.57215, 0.15860, 3.91014], [1.09938, -0.17623, 5.17766], [1.97733, -0.22849, 6.24822], [3.32635, 0.05535, 6.06106], [3.79671, 0.38890, 4.79922], [2.92098, 0.43598, 3.72407], [-2.89190, 1.29829, -2.81754], [-5.36293, 1.36738, -2.68680], [-6.51002, 1.09319, -0.49706], [-5.15419, 0.73963, 1.53667], [-3.02130, 0.74540, 2.69970], [0.04702, -0.39146, 5.30755], [1.61067, -0.49314, 7.23221], [4.01016, 0.01209, 6.89977], [4.84622, 0.60925, 4.65096], [3.27509, 0.68508, 2.73268], [-0.22139, -9.66800, -1.55344], [-0.99473, -9.04311, -0.64848], [-2.26738, -9.29135, -1.00299], [-0.79174, -9.64498, 0.53009], [-0.71335, -7.56865, -0.59803], [-0.27191, -6.96167, 0.56594], [-0.03501, -5.59510, 0.58185], [-0.24248, -4.82617, -0.56344], [-0.68033, -5.45498, -1.73227], [-0.91237, -6.81721, -1.74901], [-0.02485, -3.40302, -0.53785], [0.15371, -2.19628, -0.51963], [-0.11280, -7.55359, 1.45654], [0.30946, -5.10935, 1.48470], [-0.83820, -4.86088, -2.62224], [-1.25183, -7.30212, -2.65623]], "mulliken_charge": [1.116, -0.811, 0.686, -0.506, -0.432, -0.646, -0.762, 0.552, -0.124, 0.240, -0.925, 0.798, -0.820, 0.382, -0.266, -0.601, -0.352, -0.592, -0.415, 0.409, 0.361, 0.396, 0.360, 0.389, 0.425, 0.377, 0.380, 0.388, 0.391, -0.253, 0.839, -0.253, -0.281, 0.363, -0.493, -0.601, 0.515, -0.637, -0.679, -0.926, 0.283, 0.451, 0.457, 0.439, 0.377]}

# 2
{"formula": "C23H17ClN3O6STa", "method": "wB97M-V/def2-TZVPD", "charge": 2, "relative_energy_kj_mol": 128.0, "species": ["Ta", "O", "C", "C", "C", "C", "C", "C", "C", "O", "N", "O", "O", "H", "H", "H", "H", "O", "S", "O", "N", "C", "C", "C", "C", "C", "C", "C", "C", "N", "C", "C", "C", "C", "C", "C", "C", "H", "H", "H", "H", "H", "H", "H", "H", "H", "H", "H", "Cl", "C", "H", "H"], "coordinates": [[-0.14434, 0.36589, -0.02242], [1.57866, 0.19996, 1.17006], [2.58047, -0.57735, 1.08404], [2.73145, -1.63165, 0.16951], [3.94390, -2.36174, 0.16640], [4.07259, -3.40077, -0.70126], [3.04287, -3.77504, -1.57268], [1.84594, -3.09185, -1.57422], [1.67885, -2.01300, -0.71018], [0.52315, -1.36615, -0.66069], [5.34228, -4.16749, -0.71832], [6.19748, -3.81395, 0.06121], [5.40550, -5.09375, -1.49082], [3.38703, -0.39149, 1.79694], [4.75936, -2.10841, 0.83206], [3.20820, -4.61350, -2.23667], [1.03762, -3.37433, -2.23382], [-2.39802, 3.57079, -0.39255], [-1.25914, 2.92263, -0.95299], [-0.61111, 3.42803, -2.11856], [-1.59768, 1.28895, -1.09550], [-2.92269, 0.79224, -1.11189], [-3.98045, 1.25661, -1.83933], [-5.24452, 0.63421, -1.69777], [-5.42904, -0.42445, -0.85546], [-4.34228, -0.92032, -0.08951], [-4.41614, -2.00162, 0.80669], [-3.29557, -2.40240, 1.50111], [-2.09687, -1.72465, 1.30984], [-1.98733, -0.68695, 0.47897], [-3.09752, -0.28786, -0.22763], [-0.01603, 2.53791, 0.24329], [1.28132, 3.30523, 0.16652], [2.02500, 3.25999, 1.47014], [1.52940, 2.74340, 2.60694], [0.19363, 2.22047, 2.65659], [-0.58933, 2.14063, 1.53099], [-3.85968, 2.09153, -2.51684], [-6.07485, 1.01139, -2.27817], [-6.39866, -0.89503, -0.76203], [-5.35835, -2.51791, 0.94469], [-3.32901, -3.23287, 2.19073], [-1.20279, -2.02685, 1.84341], [1.06337, 4.36251, -0.04129], [3.00657, 3.72262, 1.47876], [2.10851, 2.78257, 3.51943], [-0.22857, 1.94779, 3.61699], [-1.66606, 2.04089, 1.64538], [1.57006, 1.24458, -1.72042], [2.14991, 2.84777, -1.03136], [3.18569, 2.65763, -0.76151], [2.09724, 3.52515, -1.87684]], "mulliken_charge": [0.797, -0.568, -0.019, 1.065, -0.707, -0.506, -0.365, -0.795, 0.266, -0.635, 1.018, -0.580, -0.574, 0.479, 0.579, 0.547, 0.523, -0.633, 1.402, -0.629, 0.078, -0.001, -0.220, -0.866, -0.884, 0.346, -0.402, -0.941, 0.051, 0.050, 0.759, -0.287, 0.650, -0.958, -0.869, -0.589, -0.496, 0.558, 0.433, 0.461, 0.511, 0.418, 0.527, 0.592, 0.556, 0.544, 0.514, 0.605, -0.029, -0.744, 0.567, 0.400]}

| no. | largest force on an atom (hartree/bohr) |
| --- | --- |
| 1 | 0.0240 |
| 2 | 0.0046 |